The following is a quantum chemistry calculation of 5 unconnected molecules or ions with the total composition C5H20N10O5, from the OMol25 dataset.

Energy relative to the best compared isomer or geometry (same formula, charge and spin) (kcal/mol): 102.1
E_HOMO (eV): -8.933
Gap between HOMO and LUMO (eV): 8.89
SMILES: NC(N)=O.NC(N)=O.NC(N)=O.NC(N)=O.NC(N)=O

Each line ends with the Mulliken charge.
CARTESIAN COORDINATES (ANGSTROEM)
C 2.713 -3.895 -1.769  0.49
O 3.506 -3.503 -1.035  -0.59
N 1.617 -3.235 -2.010  -0.23
N 2.690 -5.079 -2.363  -0.40
H 1.476 -2.313 -1.624  0.17
H 1.180 -3.466 -2.891  0.20
H 3.435 -5.734 -2.176  0.22
H 2.132 -5.228 -3.192  0.18
C -4.046 2.825 -0.339  0.65
O -3.946 3.964 -0.721  -0.67
N -4.233 2.649 0.918  -0.39
N -3.655 1.732 -0.879  -0.34
H -4.507 3.461 1.452  0.21
H -4.344 1.706 1.263  0.15
H -4.055 0.942 -0.393  0.19
H -3.360 1.704 -1.844  0.20
C 0.172 -0.067 0.777  0.59
O 0.035 -0.844 -0.131  -0.81
N -0.778 0.515 1.461  -0.23
N 1.232 0.415 1.212  -0.24
H -0.479 0.802 2.383  0.21
H -1.747 0.337 1.239  0.11
H 1.330 1.203 1.836  0.13
H 2.101 0.270 0.718  0.23
C 0.025 -1.127 -3.498  0.54
O 0.344 -1.285 -4.668  -0.73
N -0.963 -1.614 -2.905  -0.26
N 0.759 -0.512 -2.679  -0.33
H -1.296 -2.517 -3.212  0.21
H -1.143 -1.146 -2.028  0.24
H 0.405 -0.412 -1.739  0.25
H 1.613 -0.008 -2.871  0.14
C 1.127 2.081 3.972  0.76
O 0.179 1.283 3.982  -0.74
N 2.073 2.171 4.877  -0.45
N 1.185 2.989 2.976  -0.53
H 2.944 2.644 4.682  0.18
H 2.076 1.491 5.624  0.26
H 0.320 3.099 2.465  0.26
H 1.884 3.702 3.129  0.17

Forces on atoms 1 to 2 (eV/Å):
-2.748 -1.138 -1.851
5.776 1.823 4.815